This record from the Open Molecules 2025 dataset describes a molecular structure, C10H34NO10 in a non-equilibrium geometry. The level of theory is ωB97M-V/def2-TZVPD.

CARTESIAN COORDINATES (ANGSTROEM)
O (3.43, 1.72, 0.72)
O (-1.88, -1.24, -0.90)
O (-1.87, 1.23, 0.55)
O (0.35, -0.28, 2.18)
O (1.08, 0.89, -1.85)
O (0.60, 3.60, 1.24)
O (1.00, -3.84, 0.02)
O (-0.82, 3.21, -3.86)
O (1.46, -0.92, -0.33)
O (-3.48, -3.77, -0.69)
N (-0.25, -0.07, -0.53)
C (-1.27, 1.45, 1.84)
C (1.49, -1.70, 0.89)
C (0.91, 1.82, -2.81)
C (-2.69, -3.18, 0.35)
C (-2.74, -1.65, 0.08)
C (2.05, -3.11, 0.63)
C (-0.85, 0.24, 2.68)
C (-0.59, 2.21, -2.86)
C (2.09, 1.60, 1.11)
C (1.14, 2.56, 0.47)
H (-0.54, 0.31, 0.36)
H (1.13, 1.51, -3.83)
H (-0.68, 0.64, 3.68)
H (-2.90, -3.90, -1.44)
H (3.62, 1.15, -0.02)
H (-0.88, -0.86, -0.63)
H (1.04, 4.39, 0.92)
H (0.31, 1.98, 0.07)
H (2.93, -2.96, 0.01)
H (-1.19, 1.34, -3.12)
H (0.65, -1.04, 2.67)
H (0.53, -0.65, -0.28)
H (-1.01, 2.57, -1.92)
H (2.34, -0.56, -0.44)
H (1.73, 0.58, 0.95)
H (2.15, 1.73, 2.19)
H (1.54, 2.70, -2.67)
H (-0.28, 3.11, -4.64)
H (-2.56, -1.05, 0.98)
H (-0.10, 0.58, -1.29)
H (-0.47, 2.19, 1.72)
H (-3.79, -1.47, -0.17)
H (-2.29, -1.70, -1.64)
H (1.66, 2.89, -0.43)
H (-2.97, -3.53, 1.35)
H (-1.71, -3.65, 0.30)
H (1.09, -4.74, 0.32)
H (2.02, 0.76, -1.69)
H (-1.95, 1.99, 2.49)
H (-1.52, -0.62, 2.68)
H (2.38, -3.49, 1.60)
H (2.05, -1.20, 1.68)
H (-1.97, 2.01, 0.00)
H (0.48, -1.78, 1.31)

Properties
HOMO energy (eV): -11.7
Spin multiplicity: 1
Lowest unoccupied orbital energy (eV): -3.04
Kohn-Sham gap (eV): 8.668
Net charge: +1